No. 1
The following is a DFT calculation (ωB97M-V/def2-TZVPD) of C37H33N3PtSSb2 as an isolated structure at a distorted geometry.

The geometry in XYZ format:
```
77
Properties=species:S:1:pos:R:3:forces:R:3
H 1.396 1.844 5.741 -0.012 0.012 -0.013
H 4.592 -5.502 2.833 0.007 -0.011 0.002
H 4.786 -0.307 -4.969 0.006 0.000 -0.007
C -0.178 -2.299 1.927 -0.165 0.168 -0.284
H -2.404 -4.857 1.848 -0.006 -0.012 0.007
H 3.317 1.913 0.951 0.033 0.002 -0.018
H -2.854 -0.948 3.524 -0.016 0.020 -0.040
C 2.825 -1.361 -2.423 -0.051 0.001 -0.036
C 3.998 -2.201 2.388 0.027 -0.006 0.028
H 5.419 1.372 -3.274 0.005 0.004 0.001
H 0.876 -2.175 1.788 0.252 -0.243 0.335
H 4.425 0.693 1.547 0.007 -0.020 0.035
C 0.640 -1.696 7.071 -0.017 -0.010 -0.032
H 3.122 -5.634 0.850 -0.005 -0.008 -0.001
Sb -0.385 0.598 3.465 -0.457 1.090 0.666
H 3.130 -2.057 -4.424 0.001 -0.005 -0.005
C 2.833 -3.516 0.736 -0.009 0.007 -0.089
C 1.380 -0.805 7.832 0.015 0.031 0.020
C -0.723 -3.565 1.618 -0.086 0.068 -0.057
C -3.863 -1.750 0.083 -0.098 -0.016 -0.004
H 1.925 1.916 -0.878 0.019 0.046 -0.078
C 4.335 -0.335 -3.987 -0.011 -0.023 -0.022
C 4.116 0.571 -1.772 0.048 -0.002 -0.015
H -6.552 1.090 -0.368 -0.008 0.024 -0.002
H -4.141 2.685 -0.471 -0.014 0.000 0.000
C -4.454 0.588 -0.138 -0.081 0.041 -0.039
C -5.208 -2.032 -0.011 0.041 -0.037 0.000
N -3.750 1.779 -0.269 0.087 -0.071 0.007
H 5.172 -3.305 3.798 0.000 -0.001 0.012
C -2.243 -1.667 2.988 -0.185 -0.011 -0.026
C 3.376 0.995 1.539 0.021 0.052 0.012
C 4.188 -4.598 2.399 -0.002 -0.027 -0.014
C 1.386 1.772 2.905 -0.057 -0.640 -0.193
C 0.431 -0.046 5.320 0.094 -0.307 -0.058
H -7.213 -1.288 -0.221 -0.010 -0.003 0.006
C -3.496 -0.410 0.049 0.055 0.075 0.010
H 2.193 -3.592 -0.137 -0.023 0.020 0.017
C 3.405 -1.320 -3.681 0.010 0.009 0.003
N -2.243 0.194 0.071 -0.191 0.102 0.019
Sb 2.353 -0.518 0.455 0.123 -0.054 0.355
C -1.276 2.296 -0.408 -0.098 0.128 0.006
H -0.403 -2.033 5.239 -0.002 0.019 0.018
H 1.223 2.558 3.643 0.032 0.090 -0.028
H -0.112 -4.307 1.122 0.034 0.024 -0.054
C 2.828 1.267 2.939 -0.032 0.117 0.064
H 4.281 -1.249 2.817 -0.035 0.012 0.030
H 2.936 0.405 3.600 -0.042 -0.037 -0.044
C -2.448 1.481 -0.161 0.120 -0.113 0.081
H 1.145 2.188 1.927 -0.001 0.239 0.027
C -1.991 -3.875 2.035 0.055 -0.093 -0.018
S 0.536 3.907 -1.091 -0.121 0.106 -0.017
C 3.186 -0.418 -1.463 -0.095 0.113 -0.117
C 4.511 -3.366 2.944 0.019 0.032 -0.009
H 2.227 1.164 7.930 -0.003 0.013 0.008
C -5.814 0.313 -0.226 0.017 -0.068 0.006
H -3.748 -3.170 3.058 0.005 -0.011 0.034
C 3.151 -2.276 1.288 -0.044 -0.073 -0.028
C 3.356 -4.674 1.288 0.016 -0.017 0.018
C 4.689 0.609 -3.036 0.009 0.027 0.011
H -5.538 -3.062 0.004 -0.005 -0.008 -0.005
H 0.431 -2.688 7.447 -0.014 -0.004 0.007
H 1.741 -1.096 8.809 0.016 -0.004 -0.001
H -1.850 4.377 -0.807 -0.022 0.027 0.003
C 0.167 -1.317 5.821 0.002 -0.110 -0.051
N -0.101 1.561 -0.412 0.395 0.418 -0.366
Pt -0.222 -0.234 0.456 -0.217 -0.862 0.142
H -3.121 -2.528 0.158 0.034 -0.023 -0.039
C -6.170 -1.016 -0.148 -0.045 0.042 -0.008
C -1.108 3.600 -0.736 0.067 -0.038 -0.051
H 3.458 2.049 3.375 0.027 -0.044 0.001
C -2.748 -2.920 2.727 -0.038 0.057 0.160
C 0.924 2.301 -0.770 -0.119 -0.122 -0.016
H 2.096 -2.132 -2.203 -0.010 0.009 0.015
C 1.177 0.842 6.091 0.012 0.064 0.009
C 1.650 0.464 7.340 -0.014 -0.026 -0.001
C -0.927 -1.335 2.624 0.732 -0.139 -0.313
H 4.422 1.306 -1.036 0.017 -0.014 0.023
```
Forces are in eV/Å.

The total charge is +2. As for the HOMO energy: -12.825 eV.

For reference, the Mulliken charges in units of e are: H 0.3404; H 0.4340; H 0.4139; C 0.3515; H 0.3992; H 0.6904; H 0.5668; C -0.7289; C -0.4900; H 0.4244; H 0.6882; H 0.7476; C -0.7383; H 0.4579; Sb 1.0831; H 0.4283; C -0.5966; C -0.4849; C -0.7510; C -0.6753; H 0.4010; C -0.5205; C -0.1765; H 0.4446; H 0.2297; C 0.6093; C -0.7173; N 0.0377; H 0.4582; C -0.4630; C -1.1294; C -0.5949; C -1.2325; C 0.4731; H 0.4161; C 0.4155; H 0.3319; C -0.7543; N -0.0830; Sb 0.6096; C -0.0495; H 0.3415; H 0.5955; H 0.4814; C -0.4192; H 0.2456; H 0.2091; C 0.2783; H 0.2593; C -0.9969; S -0.0462; C 1.0754; C -0.8554; H 0.4158; C -1.0455; H 0.4920; C 0.8602; C -0.6038; C -0.7961; H 0.4646; H 0.4158; H 0.4047; H 0.4744; C -0.2389; N 0.0102; Pt 0.5127; H 0.6860; C -0.5617; C -0.2536; H 0.4760; C -0.8036; C -0.3304; H 0.3020; C -0.4991; C -0.6911; C -0.4403; H 0.3151

---

No. 2
The following is a DFT calculation (ωB97M-V/def2-TZVPD) of one molecule with the formula C10H20N4O4 at a distorted geometry.

The geometry in XYZ format:
```
38
Properties=species:S:1:pos:R:3:forces:R:3
H 5.664 -1.675 -0.513 0.094 -0.052 -0.054
N 2.340 -0.152 -1.334 -0.668 -0.547 -1.121
H -1.475 0.040 1.525 0.896 0.007 -0.834
N 5.165 -0.824 -0.724 -1.067 0.318 0.217
C -4.219 0.730 -0.025 -0.830 -0.147 -1.448
H -2.162 -1.932 -1.055 -0.122 0.574 0.318
O 5.573 -0.094 1.433 0.691 -0.100 0.432
H -5.179 0.465 1.763 -0.246 0.078 -0.577
C -1.305 0.043 -0.701 1.429 0.459 -0.601
H -1.511 1.112 -0.938 -0.026 -0.718 0.320
H -4.423 -1.442 -0.287 0.394 0.669 0.207
H -2.751 -0.673 -2.106 -0.079 0.015 1.136
O 0.194 -2.056 -0.161 -0.150 0.010 -0.716
C -0.012 -1.364 0.954 0.435 -0.808 2.271
H -0.430 -0.230 -1.336 -0.855 0.361 -0.015
H 1.556 -0.828 -1.367 0.779 0.824 -0.300
H -5.654 1.805 1.015 0.021 -0.123 -0.292
O 0.333 -1.834 2.032 -0.746 1.088 -1.413
H 2.304 -0.376 0.726 0.406 -0.112 -0.400
O 1.571 2.638 0.013 0.025 -0.546 0.946
C 4.988 0.009 0.391 -1.204 -0.700 -1.846
C -3.637 -0.682 -0.061 -1.010 -0.652 -0.123
H -4.515 1.046 -1.063 0.137 -0.429 0.773
H -3.270 -0.913 0.945 -0.138 -0.151 0.089
H 3.911 1.630 1.128 -0.219 0.015 -0.727
H 2.269 0.578 -2.054 -0.178 -0.538 0.386
H 3.998 1.679 -0.739 0.405 -0.512 1.377
C 3.885 1.037 0.195 -0.607 0.793 -0.750
N -5.426 0.829 0.829 1.035 -0.163 0.727
H 4.305 -0.931 -1.326 1.286 0.262 0.879
H -3.395 1.387 0.205 0.229 0.624 0.620
C 1.401 1.471 0.355 1.272 0.697 -2.802
H 0.502 -2.891 0.177 0.568 -1.020 -0.030
C -0.697 -0.042 0.711 -0.080 0.842 0.728
N 0.259 1.077 0.951 -1.851 -0.406 1.713
C -2.481 -0.869 -1.026 0.210 -0.150 -1.131
C 2.474 0.409 -0.033 -0.117 0.185 2.555
H -0.148 1.822 1.504 -0.119 0.053 -0.514
```
Forces are in eV/Å.

The total charge is 0. As for the HOMO energy: -9.515 eV.

For reference, the natural (NBO) charges in units of e are: H 0.3865; N -0.8553; H 0.2443; N -0.8643; C -0.2176; H 0.2187; O -0.5928; H 0.3448; C -0.4201; H 0.2284; H 0.2227; H 0.2175; O -0.6884; C 0.7704; H 0.2152; H 0.3883; H 0.3583; O -0.5764; H 0.2003; O -0.5951; C 0.6826; C -0.4106; H 0.1850; H 0.1827; H 0.2490; H 0.3793; H 0.2344; C -0.5073; N -0.8206; H 0.4161; H 0.1585; C 0.6695; H 0.5086; C -0.1477; N -0.6354; C -0.4056; C -0.1333; H 0.4096

---

No. 3
The following is a DFT calculation (ωB97M-V/def2-TZVPD) of one molecule with the formula C8H9Cl2N3O.

The geometry in XYZ format:
```
23
Properties=species:S:1:pos:R:3:forces:R:3
H -1.303 0.272 -3.521 0.010 -0.090 -0.014
C -2.231 1.571 -2.096 -0.022 -0.232 -0.165
H 3.129 -3.178 0.479 0.055 -0.076 0.030
N -0.053 0.890 0.874 -0.558 0.376 0.120
H -0.518 2.433 -0.398 -0.045 -0.313 0.118
Cl -2.341 3.325 -1.746 -0.116 0.185 -0.077
C 0.766 -0.201 0.669 0.591 -0.450 -0.314
C -1.366 1.341 -3.327 -0.116 0.009 0.027
C 1.399 -0.456 -0.551 -0.111 0.010 0.027
Cl 2.017 -2.879 3.095 0.123 -0.308 0.332
O -1.989 -0.344 -0.682 -0.094 -0.178 -0.076
C 2.472 -2.325 0.498 -0.010 -0.013 0.039
C 1.799 -1.966 1.655 -0.076 0.278 -0.468
H -0.364 1.734 -3.170 0.068 0.027 0.010
C -1.660 0.794 -0.911 -0.247 0.087 -0.026
H 2.750 -1.774 -1.553 0.039 -0.008 -0.074
H -0.604 0.800 1.724 -0.010 0.031 -0.279
H -1.801 1.831 -4.194 -0.013 0.022 -0.025
C 2.252 -1.539 -0.625 -0.121 0.051 0.230
N -0.712 1.458 -0.207 0.624 0.297 0.443
H -3.251 1.219 -2.272 0.206 0.044 0.158
H 1.214 0.172 -1.407 -0.019 0.060 -0.071
N 0.970 -0.949 1.748 -0.159 0.190 0.057
```
Forces are in eV/Å.

The total charge is 0. As for the HOMO energy: -8.713 eV.

For reference, the natural (NBO) charges in units of e are: H 0.2334; C -0.2668; H 0.2328; N -0.4258; H 0.4100; Cl -0.0655; C 0.3888; C -0.6163; C -0.3088; Cl 0.0175; O -0.5840; C -0.3167; C 0.2061; H 0.2142; C 0.6453; H 0.2200; H 0.3954; H 0.2286; C -0.1314; N -0.4660; H 0.2453; H 0.2195; N -0.4756

---

No. 4
The following is a DFT calculation (ωB97M-V/def2-TZVPD) of one molecule with the formula C4H6O2S at a distorted geometry.

The geometry in XYZ format:
```
13
Properties=species:S:1:pos:R:3:forces:R:3
S -1.495 -0.124 0.147 -1.319 0.711 -0.291
H 1.728 0.788 -1.571 0.261 -0.335 -0.008
H -0.484 1.665 -0.963 -0.208 0.443 -0.094
O 1.707 0.783 1.256 -0.360 0.125 -0.765
O 0.749 -0.981 -1.823 0.285 1.110 0.714
H 0.145 2.074 1.403 0.545 -0.276 -0.360
C 0.888 0.112 -1.319 -0.608 -0.662 -1.185
C 0.710 1.293 0.811 -1.292 0.437 1.088
C -0.105 0.818 -0.411 1.931 -0.695 0.356
H -0.019 -1.134 1.705 -0.283 -0.453 -0.391
H -1.458 -2.095 1.361 -1.388 -0.622 0.914
C -0.728 -1.485 0.930 2.478 -0.530 -0.573
H -0.234 -2.155 0.185 -0.042 0.745 0.594
```
Forces are in eV/Å.

The total charge is 0. As for the HOMO energy: -9.111 eV.

For reference, the natural (NBO) charges in units of e are: S 0.2947; H 0.1173; H 0.2672; O -0.5099; O -0.4972; H 0.1193; C 0.4462; C 0.4339; C -0.5950; H 0.2296; H 0.2380; C -0.7875; H 0.2434

---

For each record above, in turn, the calculated relative energy (zero: lowest compared OMol25 entry of this formula, charge and spin) values are 3.1, 24.3, 0.0, 23.9 kcal/mol.
For each record above, in turn, the calculated DFT total energy values are -70517.2832, -24845.4279, -40004.9828, -19174.2699 eV.